<1>
Formula: C3H2F4
Source: OMol25
Level of theory: wB97M-V/def2-TZVPD

## Properties
HOMO-LUMO gap = 10.0 eV

The geometry in ORCA input format:
```
! wB97M-V def2-TZVPD RIJCOSX def2/J DEFGRID3
* xyz 0 1
C 1.11 0.16 0.53
C 0.64 0.15 -0.70
C -1.73 -0.45 -0.28
F 1.20 1.26 1.27
F 0.27 1.26 -1.37
F -1.93 0.58 0.47
F -1.50 -1.46 0.57
H 1.41 -0.75 0.97
H 0.53 -0.75 -1.47
*
```

Mulliken population analysis, charges in e, atoms 1 to 4:
1. C 0.006
2. C -0.229
3. C 0.146
4. F -0.224

<2>
Formula: C3H2F4
Source: OMol25
Level of theory: wB97M-V/def2-TZVPD

## Properties
HOMO-LUMO gap = 8.6 eV

The geometry in ORCA input format:
```
! wB97M-V def2-TZVPD RIJCOSX def2/J DEFGRID3
* xyz 0 1
C 2.49 1.35 -0.38
C -0.65 1.57 -0.75
C -1.12 0.27 -0.14
F 2.33 0.49 0.62
F -1.11 2.53 -0.01
F -1.12 0.03 1.19
F -0.53 -0.79 -0.73
H 1.36 1.67 -0.58
H -2.23 0.35 -0.70
*
```

Mulliken population analysis, charges in e, atoms 1 to 4:
1. C 0.115
2. C -0.352
3. C 0.527
4. F -0.079

<3>
Formula: C3H2F4
Source: OMol25
Level of theory: wB97M-V/def2-TZVPD

## Properties
HOMO-LUMO gap = 11.3 eV

The geometry in ORCA input format:
```
! wB97M-V def2-TZVPD RIJCOSX def2/J DEFGRID3
* xyz 0 1
C 0.00 -0.43 -0.69
C 0.50 0.65 -1.20
C -0.35 -0.34 1.18
F 1.03 0.77 -2.45
F 0.64 1.72 -0.46
F -0.55 -1.53 1.63
F -1.50 0.30 1.29
H -0.31 -1.32 -1.01
H 0.55 0.18 1.71
*
```

Mulliken population analysis, charges in e, atoms 1 to 4:
1. C -0.506
2. C 0.385
3. C 0.336
4. F -0.217

It comes down to <3>, which is 139.1 kJ/mol more stable than the next structure.

<1>
Formula: C50H40F5N6O4S3TeTl
Source: OMol25
Level of theory: wB97M-V/def2-TZVPD

## Properties
HOMO-LUMO gap = 2.6 eV

The geometry in ORCA input format:
```
! wB97M-V def2-TZVPD RIJCOSX def2/J DEFGRID3
* xyz -2 1
Tl -0.66 -0.61 2.04
O 0.00 -5.39 3.61
C -0.62 -6.50 3.18
C 0.07 -7.75 3.24
C -0.63 -8.86 2.86
C -1.93 -8.74 2.29
C -2.53 -7.49 2.07
C -1.95 -6.36 2.68
C -2.47 -4.94 2.60
O -2.00 -3.98 3.25
N -3.51 -4.72 1.67
N -3.90 -3.51 1.74
C -5.00 -3.09 1.10
C -5.46 -1.76 1.14
C -6.77 -1.42 0.93
C -7.20 -0.13 0.62
C -6.28 0.88 0.80
C -5.01 0.61 1.25
C -4.48 -0.69 1.34
O -3.26 -0.99 1.56
H -0.75 -4.59 3.56
H 1.01 -7.81 3.66
H -0.24 -9.86 2.79
H -2.51 -9.64 2.10
H -3.51 -7.35 1.68
H -5.57 -3.85 0.54
H -7.52 -2.22 0.98
H -8.22 0.05 0.27
H -6.48 1.86 0.44
H -4.37 1.42 1.53
N -1.10 1.72 0.64
S 0.03 2.66 0.75
N 1.49 2.52 -0.01
S 1.72 1.97 -1.43
N 1.34 0.53 -1.92
S 0.51 -0.88 -1.55
N -0.32 -1.16 -0.38
C 1.89 -2.03 -1.71
C 1.82 -3.06 -2.62
C 2.85 -3.95 -2.79
C 3.85 -3.96 -1.80
C 3.74 -3.14 -0.67
C 2.82 -2.06 -0.65
C -0.40 -0.89 -3.07
C -1.73 -0.50 -2.97
C -2.43 -0.15 -4.12
C -1.83 -0.29 -5.36
C -0.51 -0.80 -5.44
C 0.27 -0.92 -4.30
C 3.49 2.13 -1.54
C 4.28 1.95 -0.38
C 5.66 2.03 -0.39
C 6.30 2.11 -1.64
C 5.57 2.10 -2.83
C 4.15 2.14 -2.77
C 1.04 3.20 -2.62
C 1.62 4.50 -2.63
C 0.89 5.55 -3.31
C -0.16 5.21 -4.17
C -0.57 3.90 -4.29
C 0.06 2.86 -3.56
C -0.55 4.30 0.37
C -1.76 4.41 -0.24
C -2.42 5.63 -0.16
C -1.74 6.78 0.34
C -0.42 6.69 0.80
C 0.22 5.45 0.70
C 0.66 2.82 2.40
C 0.07 3.65 3.37
C 0.57 3.69 4.67
C 1.61 2.86 5.04
C 2.06 1.92 4.13
C 1.56 1.90 2.80
H 1.07 -3.10 -3.36
H 2.82 -4.70 -3.56
H 4.69 -4.61 -1.97
H 4.41 -3.31 0.16
H 2.85 -1.28 0.11
H -2.22 -0.40 -2.00
H -3.45 0.22 -4.16
H -2.37 0.10 -6.28
H -0.02 -1.03 -6.40
H 1.32 -1.02 -4.41
H 3.70 1.77 0.53
H 6.19 1.96 0.54
H 7.40 2.13 -1.68
H 6.04 1.93 -3.81
H 3.51 2.24 -3.65
H 2.57 4.65 -2.18
H 1.26 6.57 -3.20
H -0.55 6.06 -4.75
H -1.42 3.54 -4.86
H -0.26 1.86 -3.76
H -2.19 3.55 -0.73
H -3.41 5.65 -0.58
H -2.21 7.77 0.13
H 0.10 7.56 1.21
H 1.30 5.35 0.75
H -0.66 4.46 3.16
H 0.06 4.40 5.34
H 1.98 2.86 6.07
H 2.75 1.12 4.42
H 1.96 1.10 2.16
F 3.86 -0.95 4.74
Te 2.58 -1.81 3.54
F 2.06 -3.07 4.76
F 1.67 -3.00 2.40
F 3.97 -3.06 3.19
F 3.14 -0.58 2.01
O 1.05 -0.89 3.86
*
```

Mulliken population analysis, charges in e, atoms 1 to 4:
1. Tl 1.172
2. O -0.595
3. C 0.379
4. C -0.879

<2>
Formula: C50H40F5N6O4S3TeTl
Source: OMol25
Level of theory: wB97M-V/def2-TZVPD

## Properties
HOMO-LUMO gap = 4.6 eV

The geometry in ORCA input format:
```
! wB97M-V def2-TZVPD RIJCOSX def2/J DEFGRID3
* xyz -2 1
Tl 0.81 2.25 -0.22
O -2.97 5.80 2.91
C -2.23 5.28 3.88
C -2.62 5.54 5.20
C -1.80 5.08 6.21
C -0.69 4.27 5.99
C -0.38 3.91 4.69
C -1.11 4.45 3.63
C -0.70 4.05 2.27
O 0.13 3.12 2.12
N -1.37 4.73 1.29
N -1.06 4.38 0.03
C -1.91 4.83 -0.91
C -1.96 4.46 -2.28
C -3.02 4.95 -3.06
C -3.04 4.76 -4.44
C -1.98 4.14 -5.10
C -0.98 3.53 -4.37
C -0.97 3.67 -2.95
O 0.04 3.18 -2.32
H -2.40 5.55 2.03
H -3.53 6.14 5.36
H -2.04 5.36 7.25
H -0.13 3.96 6.89
H 0.38 3.16 4.47
H -2.67 5.56 -0.63
H -3.90 5.33 -2.52
H -3.84 5.19 -5.03
H -1.99 4.09 -6.19
H -0.25 2.93 -4.89
N 1.86 0.42 0.60
S 2.52 -0.83 0.18
N 1.82 -2.30 -0.04
S 0.31 -2.88 -0.03
N -1.05 -2.05 -0.38
S -1.65 -0.53 -0.09
N -0.95 0.72 -0.34
C -2.22 -0.67 1.62
C -1.45 -0.12 2.64
C -1.97 -0.03 3.96
C -3.27 -0.50 4.23
C -3.94 -1.19 3.25
C -3.49 -1.16 1.93
C -3.11 -0.70 -1.04
C -3.87 0.46 -1.16
C -4.99 0.44 -2.00
C -5.38 -0.73 -2.64
C -4.69 -1.92 -2.40
C -3.57 -1.89 -1.58
C -0.08 -3.81 1.50
C -1.21 -4.62 1.48
C -1.52 -5.36 2.63
C -0.79 -5.18 3.79
C 0.30 -4.30 3.81
C 0.68 -3.62 2.63
C 0.39 -4.17 -1.29
C 1.34 -5.12 -1.15
C 1.64 -6.02 -2.20
C 0.87 -5.95 -3.37
C -0.15 -5.01 -3.49
C -0.43 -4.13 -2.44
C 3.56 -0.37 -2.66
C 2.42 0.11 -3.39
C 1.74 -0.72 -4.31
C 2.36 -1.84 -4.81
C 3.58 -2.30 -4.22
C 4.18 -1.57 -3.17
C 4.16 -1.21 0.96
C 4.59 -2.47 1.38
C 5.92 -2.62 1.82
C 6.73 -1.47 1.91
C 6.29 -0.21 1.50
C 4.93 -0.05 1.16
H -0.44 0.23 2.45
H -1.36 0.41 4.73
H -3.68 -0.41 5.24
H -4.89 -1.65 3.50
H -4.08 -1.57 1.13
H -3.55 1.37 -0.66
H -5.55 1.37 -2.09
H -6.23 -0.72 -3.33
H -5.04 -2.87 -2.78
H -2.96 -2.77 -1.36
H -1.84 -4.71 0.58
H -2.35 -6.02 2.61
H -1.14 -5.66 4.71
H 0.81 -4.04 4.75
H 1.63 -3.04 2.60
H 1.88 -5.15 -0.20
H 2.32 -6.84 -1.98
H 1.14 -6.55 -4.24
H -0.73 -4.96 -4.40
H -1.27 -3.46 -2.48
H 2.06 1.12 -3.20
H 0.76 -0.43 -4.67
H 1.86 -2.46 -5.55
H 3.98 -3.27 -4.52
H 5.14 -1.86 -2.74
H 3.84 -3.27 1.44
H 6.32 -3.62 2.04
H 7.74 -1.60 2.31
H 6.95 0.65 1.54
H 4.51 0.94 1.00
F 4.25 0.56 -1.79
Te 4.15 3.69 -1.55
F 3.26 4.49 -3.22
F 4.51 5.53 -1.06
F 5.88 3.28 -2.67
F 5.29 3.29 0.05
O 2.52 3.84 -0.32
*
```

Mulliken population analysis, charges in e, atoms 1 to 4:
1. Tl 2.365
2. O -0.720
3. C 0.461
4. C -0.823

It comes down to <2>, which is 199.1 kJ/mol more stable than the next structure.

<1>
Formula: C6H14NO
Source: OMol25
Level of theory: wB97M-V/def2-TZVPD

## Properties
HOMO-LUMO gap (spin up / spin down) = 4.3 / 11.0 eV

The geometry in ORCA input format:
```
! wB97M-V def2-TZVPD RIJCOSX def2/J DEFGRID3
* xyz 0 2
O 3.05 -1.85 -0.56
C 1.95 -1.89 -1.00
C 1.33 -0.49 -0.99
C 0.02 -0.71 -0.09
C -0.43 0.61 0.61
C -1.81 1.00 0.08
C -2.92 0.40 0.97
N 2.40 0.48 -0.37
H 1.35 -2.82 -1.27
H 1.12 0.02 -2.00
H 0.18 -1.44 0.64
H -0.75 -1.25 -0.58
H 0.34 1.34 0.42
H -0.56 0.64 1.73
H -2.01 0.78 -1.00
H -1.84 2.25 0.11
H -3.02 -0.67 0.98
H -2.66 0.62 2.04
H -3.83 0.97 0.78
H 3.17 0.86 -1.12
H 2.02 1.11 0.28
H 2.89 0.03 0.34
*
```

Mulliken population analysis, charges in e, atoms 1 to 4:
1. O -0.267
2. C 0.085
3. C -0.555
4. C -1.326

<2>
Formula: C6H14NO
Source: OMol25
Level of theory: wB97M-V/def2-TZVPD

## Properties
HOMO-LUMO gap (spin up / spin down) = 7.9 / 5.6 eV

The geometry in ORCA input format:
```
! wB97M-V def2-TZVPD RIJCOSX def2/J DEFGRID3
* xyz 0 2
C -3.50 1.33 -0.22
N -2.53 1.22 -1.32
C -1.29 1.30 -0.88
C -0.55 0.28 -0.17
C 0.85 0.62 0.32
C 1.21 -0.24 1.55
C 2.72 -2.38 -0.82
O 3.33 -1.30 -0.29
H -4.50 1.06 -0.55
H -3.55 2.36 0.17
H -3.40 0.67 0.65
H -0.64 1.98 -1.47
H 1.63 -2.40 -0.67
H -1.17 1.14 0.53
H -0.90 -0.74 -0.09
H 0.86 1.66 0.66
H 1.65 0.52 -0.41
H 0.60 -0.04 2.43
H 1.01 -1.27 1.22
H 2.25 -0.08 1.78
H 3.10 -3.36 -0.49
H 2.84 -2.32 -1.92
*
```

Mulliken population analysis, charges in e, atoms 1 to 4:
1. C -0.849
2. N -0.558
3. C -0.012
4. C -0.403

It comes down to <1>, which is 106.6 kJ/mol more stable than the next structure.

<1>
Formula: C2H5OPS
Source: OMol25
Level of theory: wB97M-V/def2-TZVPD

## Properties
HOMO-LUMO gap = 9.8 eV

The geometry in ORCA input format:
```
! wB97M-V def2-TZVPD RIJCOSX def2/J DEFGRID3
* xyz 0 1
C 1.61 -0.02 0.42
S 0.07 -0.93 0.29
C -1.06 0.40 0.13
O -0.70 1.54 0.40
P -2.75 -0.34 0.13
H 2.35 -0.64 1.08
H 1.28 1.07 0.65
H 2.13 0.15 -0.50
H -2.52 -1.47 -0.67
H -3.35 0.28 -0.95
*
```

Mulliken population analysis, charges in e, atoms 1 to 4:
1. C -0.741
2. S -0.092
3. C 0.543
4. O -0.541

<2>
Formula: C2H5OPS
Source: OMol25
Level of theory: wB97M-V/def2-TZVPD

## Properties
HOMO-LUMO gap (spin up / spin down) = 7.5 / 7.7 eV

The geometry in ORCA input format:
```
! wB97M-V def2-TZVPD RIJCOSX def2/J DEFGRID3
* xyz 0 1
C -2.79 -0.65 -0.30
C 1.25 -0.06 -0.06
O -3.49 -0.23 0.57
P -0.10 0.65 -1.11
S -0.66 2.23 0.17
H -3.04 -1.46 -1.05
H 2.21 0.63 -0.20
H 1.63 -1.06 -0.37
H 0.90 -0.10 1.00
H -1.98 2.13 -0.08
*
```

Mulliken population analysis, charges in e, atoms 1 to 4:
1. C 0.031
2. C -0.861
3. O -0.302
4. P 0.122

It comes down to <1>, which is 165.8 kJ/mol more stable than the next structure.

<1>
Formula: C5H14O2
Source: OMol25
Level of theory: wB97M-V/def2-TZVPD

## Properties
HOMO-LUMO gap = 10.0 eV

The geometry in ORCA input format:
```
! wB97M-V def2-TZVPD RIJCOSX def2/J DEFGRID3
* xyz 0 1
C -1.25 -2.08 -0.46
C -1.56 -0.64 -0.06
C -0.56 0.02 0.38
C -0.70 1.29 1.26
C 0.12 2.39 0.98
H -0.23 -2.51 -0.63
H -1.50 -2.14 -1.56
H -1.63 -2.84 0.20
H -2.64 -0.47 -0.16
H 0.45 -0.27 0.13
H -1.81 1.40 1.32
H -0.83 0.78 2.39
H 0.25 2.73 -0.09
H 1.29 2.33 1.17
H -0.13 3.26 1.60
O 0.86 0.34 -2.69
H 0.03 0.82 -2.82
H 0.55 -0.25 -1.99
O 2.98 -1.59 0.69
H 3.38 -0.70 0.59
H 2.93 -1.86 -0.23
*
```

Mulliken population analysis, charges in e, atoms 1 to 4:
1. C -1.195
2. C -0.296
3. C 0.181
4. C -0.499

<2>
Formula: C5H14O2
Source: OMol25
Level of theory: wB97M-V/def2-TZVPD

## Properties
HOMO-LUMO gap = 9.7 eV

The geometry in ORCA input format:
```
! wB97M-V def2-TZVPD RIJCOSX def2/J DEFGRID3
* xyz 0 1
C 1.59 -0.06 1.61
C 0.39 0.47 0.97
C 0.37 1.71 0.58
C -0.39 2.39 -0.50
C 0.58 2.87 -1.63
H 2.11 0.74 2.18
H 1.42 -0.90 2.46
H 2.28 -0.36 0.79
H -0.65 0.09 0.70
H 1.25 2.36 0.96
H -1.00 3.14 -0.12
H -0.95 1.56 -0.92
H 0.39 3.94 -1.96
H 1.57 2.82 -1.20
H 0.43 1.99 -2.32
O 0.88 -3.45 -1.95
H 1.51 -4.33 -1.98
H 0.76 -3.05 -2.82
O -3.77 -4.07 1.71
H -4.35 -3.84 2.42
H -4.43 -4.03 1.02
*
```

Mulliken population analysis, charges in e, atoms 1 to 4:
1. C -1.021
2. C -0.043
3. C -0.176
4. C -0.629

It comes down to <2>, which is 19.5 kJ/mol more stable than the next structure.

<1>
Formula: C5H14O2
Source: OMol25
Level of theory: wB97M-V/def2-TZVPD

## Properties
HOMO-LUMO gap = 11.1 eV

The geometry in ORCA input format:
```
! wB97M-V def2-TZVPD RIJCOSX def2/J DEFGRID3
* xyz 0 1
C -0.17 2.21 0.79
C 0.60 1.01 1.34
C -0.30 -0.20 1.62
C -0.95 -0.79 0.37
C -0.04 -1.42 -0.65
O 0.76 -2.47 -0.05
H 0.52 3.00 0.47
H -0.83 1.97 -0.05
H -0.76 2.72 1.54
H 1.42 0.78 0.66
H 1.08 1.33 2.27
H 0.32 -0.99 2.08
H -1.05 -0.08 2.40
H -1.70 -1.53 0.70
H -1.62 -0.05 -0.08
H -0.49 -1.88 -1.52
H 0.67 -0.63 -0.94
H 1.49 -2.04 0.41
O 0.06 1.22 -2.88
H 0.43 1.35 -2.02
H -0.84 1.47 -2.65
*
```

Mulliken population analysis, charges in e, atoms 1 to 4:
1. C -1.181
2. C -0.188
3. C -0.824
4. C -0.414

<2>
Formula: C5H14O2
Source: OMol25
Level of theory: wB97M-V/def2-TZVPD

## Properties
HOMO-LUMO gap = 10.1 eV

The geometry in ORCA input format:
```
! wB97M-V def2-TZVPD RIJCOSX def2/J DEFGRID3
* xyz 0 1
C -0.89 0.83 1.58
C -0.54 -0.47 1.50
C -1.48 -1.34 0.80
C 0.87 -1.01 1.80
C 1.77 -0.81 0.64
H -1.87 1.20 1.63
H -0.25 1.60 2.00
H -2.23 -1.74 1.46
H -2.04 -0.94 -0.04
H -0.84 -2.26 0.24
H 0.89 -2.20 1.97
H 1.08 -0.57 2.82
H 1.79 0.18 0.26
H 2.85 -1.14 0.71
H 1.47 -1.42 -0.16
O 1.14 1.66 -4.34
H 0.27 1.59 -4.55
H 1.32 2.28 -3.59
O -0.82 1.63 -1.89
H -0.94 0.82 -1.34
H -1.55 2.13 -1.50
*
```

Mulliken population analysis, charges in e, atoms 1 to 4:
1. C -1.138
2. C 0.852
3. C -1.203
4. C -0.518

It comes down to <1>, which is 151.3 kJ/mol more stable than the next structure.

<1>
Formula: C7H14N
Source: OMol25
Level of theory: wB97M-V/def2-TZVPD

## Properties
HOMO-LUMO gap = 6.6 eV

The geometry in ORCA input format:
```
! wB97M-V def2-TZVPD RIJCOSX def2/J DEFGRID3
* xyz 1 1
C 0.08 1.81 -0.16
C 0.26 1.33 1.21
C -0.01 0.15 0.31
C -1.31 -0.21 0.06
C 3.41 -1.60 -0.18
C 2.31 -0.78 0.39
C 1.15 -0.61 -0.23
N -4.63 0.12 -0.99
H -0.90 2.24 -0.32
H 0.87 1.96 -0.89
H -0.55 1.55 1.90
H 1.25 1.44 1.63
H -1.60 -0.68 -0.87
H -2.06 -0.02 0.83
H 4.29 -0.98 -0.34
H 3.71 -2.37 0.54
H 3.08 -2.08 -1.09
H 2.51 -0.27 1.32
H 1.01 -1.07 -1.21
H -5.47 0.03 -0.44
H -4.62 -0.62 -1.67
H -3.79 0.16 -0.45
*
```

Mulliken population analysis, charges in e, atoms 1 to 4:
1. C -0.374
2. C -0.576
3. C 0.846
4. C -0.631

<2>
Formula: C7H14N
Source: OMol25
Level of theory: wB97M-V/def2-TZVPD

## Properties
HOMO-LUMO gap (spin up / spin down) = 6.8 / 6.9 eV

The geometry in ORCA input format:
```
! wB97M-V def2-TZVPD RIJCOSX def2/J DEFGRID3
* xyz 1 1
C -0.21 -0.49 0.38
C -0.10 -1.69 1.05
C -1.43 0.24 0.78
C 0.90 -0.15 -0.46
C -2.45 -0.57 1.40
C 1.91 -1.05 -1.13
C 0.79 2.36 -0.37
N 0.64 1.09 -1.20
H 0.50 -2.44 0.57
H -0.37 -1.92 2.05
H -1.89 1.15 0.26
H -2.68 -1.53 0.79
H -3.34 0.03 1.57
H -2.12 -1.02 2.34
H 1.44 -2.02 -1.56
H 2.71 -1.43 -0.47
H 2.39 -0.58 -2.03
H 0.19 3.13 -0.90
H 0.37 2.17 0.65
H 1.83 2.69 -0.47
H 1.36 1.09 -1.96
H -0.44 0.94 -1.29
*
```

Mulliken population analysis, charges in e, atoms 1 to 4:
1. C 1.559
2. C -1.394
3. C -0.443
4. C 0.205

<3>
Formula: C7H14N
Source: OMol25
Level of theory: wB97M-V/def2-TZVPD

## Properties
HOMO-LUMO gap = 10.5 eV

The geometry in ORCA input format:
```
! wB97M-V def2-TZVPD RIJCOSX def2/J DEFGRID3
* xyz 1 1
C 0.95 2.67 0.08
C 1.75 -0.42 -0.08
C -0.11 2.44 -0.43
C -0.55 -0.95 -1.74
C -1.98 -0.19 0.07
C 0.24 -0.20 1.83
C -0.56 -0.42 -0.34
N 0.46 -0.38 0.44
H 1.78 3.34 0.29
H 1.93 -1.49 -0.33
H 2.60 -0.22 0.71
H 1.82 0.07 -1.03
H -1.11 2.11 -0.81
H -0.52 -1.99 -1.63
H 0.28 -0.73 -2.34
H -1.39 -0.56 -2.21
H -2.48 0.04 -0.82
H -2.47 -0.87 0.70
H -1.93 0.68 0.71
H -0.41 -1.06 2.19
H -0.16 0.76 2.04
H 1.15 -0.30 2.42
*
```

Mulliken population analysis, charges in e, atoms 1 to 4:
1. C -0.485
2. C -1.110
3. C -0.251
4. C -1.672

<4>
Formula: C7H14N
Source: OMol25
Level of theory: wB97M-V/def2-TZVPD

## Properties
HOMO-LUMO gap = 8.3 eV

The geometry in ORCA input format:
```
! wB97M-V def2-TZVPD RIJCOSX def2/J DEFGRID3
* xyz 1 1
C 1.69 1.81 3.63
C 1.82 1.05 2.53
C 0.78 0.48 1.73
C 0.76 -0.03 0.50
C -0.42 -0.81 -0.02
C -0.92 -0.30 -1.37
C -2.20 -0.99 -1.97
N 0.17 -0.27 -2.43
H 2.49 1.93 4.37
H 0.72 2.33 3.66
H 2.80 0.66 2.26
H -0.36 0.52 2.08
H 1.64 0.04 -0.11
H -1.37 -0.87 0.56
H -0.16 -1.87 -0.01
H -1.20 0.77 -1.14
H -3.09 -0.49 -1.63
H -2.50 -1.95 -1.50
H -1.88 -1.11 -2.99
H -0.26 -0.31 -3.40
H 0.70 -1.13 -2.41
H 0.77 0.54 -2.35
*
```

Mulliken population analysis, charges in e, atoms 1 to 4:
1. C -0.657
2. C -0.235
3. C -0.113
4. C -0.245

It comes down to <4>, which is 102.0 kJ/mol more stable than the next structure.